107
Properties=species:S:1:pos:R:3:forces:R:3:lowdin_spin:R:1 method="wB97M-V/def2-TZVPD" molar_mass_g_mol=1359.98 spin_multiplicity=4 homo_lumo_gap_ha="0.2553 / 0.2148" e_homo_ev="-10.363 / -10.360" charge=+1
Tc -0.22982 1.81228 1.12254 0.37 1.23 -0.45 2.5679
Cl 1.81070 6.00785 6.15419 -0.01 0.03 0.02 0.0048
C 1.63506 4.67153 5.07541 0.10 -0.06 0.05 0.0173
C 2.62063 3.72496 5.00062 0.01 0.11 0.10 -0.0052
C 2.49838 2.62099 4.13897 0.02 -0.40 -0.27 0.0199
I 3.97482 1.15338 4.05722 -0.05 0.13 0.10 0.0044
C 1.39380 2.47578 3.33221 0.18 0.03 0.11 -0.0022
O 1.15288 1.42939 2.53050 -0.28 -0.10 -0.44 0.0829
C 0.39214 3.46454 3.41742 -0.23 -0.13 -0.11 0.0045
N -0.69721 3.23265 2.61428 -0.20 0.58 0.29 -0.0017
C -1.75734 4.01276 2.71538 0.24 -0.16 0.14 0.0174
C -1.75897 5.13209 3.56502 -0.06 0.02 -0.09 -0.0038
C -0.65509 5.42055 4.31553 0.04 0.03 0.07 0.0152
C 0.46395 4.55269 4.29175 -0.14 0.06 -0.11 -0.0010
H 3.49740 3.82152 5.62641 0.00 0.00 -0.04 -0.0007
H -2.63138 3.72829 2.15191 0.04 0.14 -0.25 0.0003
H -2.63021 5.77099 3.57665 0.01 -0.03 0.05 -0.0004
H -0.63308 6.29853 4.94920 0.00 -0.05 -0.02 0.0008
N -2.99101 1.38741 -2.14676 -0.06 -0.09 0.41 0.0011
C -3.40518 0.53328 -1.20991 -0.05 -0.04 0.01 0.0023
N -4.44475 -0.24752 -1.50078 -0.09 0.12 -0.05 0.0024
C -4.78582 -1.11399 -0.55596 0.05 0.06 0.04 0.0002
N -5.77895 -1.97685 -0.82305 0.05 0.00 -0.01 -0.0001
N -4.20756 -1.19656 0.65717 -0.04 -0.11 0.13 0.0017
C -3.21672 -0.34166 0.84572 0.01 -0.02 -0.14 0.0016
N -2.72669 0.50666 -0.02828 -0.01 0.29 -0.01 0.0318
C -2.61619 -0.32886 2.21271 0.04 -0.02 0.16 0.0065
C -3.22996 -1.11161 3.18209 0.00 0.02 -0.03 -0.0010
C -2.79863 -1.06549 4.49290 0.03 -0.02 0.03 0.0061
C -1.74416 -0.22647 4.79565 -0.04 -0.04 0.02 -0.0016
C -1.15551 0.49564 3.77820 -0.02 -0.07 -0.01 0.0043
N -1.55732 0.46446 2.49424 -0.13 -0.11 -0.04 0.0030
H -3.54899 1.49305 -2.97471 0.05 0.03 -0.05 0.0000
H -2.29851 2.06453 -1.87128 -0.07 0.11 -0.03 0.0001
H -6.28723 -1.87979 -1.68290 -0.02 0.00 -0.02 0.0000
H -6.12111 -2.57626 -0.09513 -0.01 0.00 0.01 0.0000
H -4.05819 -1.72875 2.87290 -0.02 0.00 0.00 0.0000
H -3.27897 -1.66197 5.25788 0.00 0.01 -0.03 0.0003
H -1.36389 -0.12231 5.80207 0.01 -0.02 -0.02 -0.0002
H -0.31056 1.11112 4.01954 -0.01 0.02 -0.06 0.0000
C 0.72633 -1.72591 0.78965 -0.07 0.47 0.17 -0.0046
C 2.01441 -2.24193 1.44746 -0.14 0.08 -0.20 -0.0002
As 2.56625 -4.08555 0.94105 0.17 0.03 0.10 0.0001
C 2.99306 -3.89761 -0.96134 -0.17 0.08 0.01 0.0000
C 4.33841 -3.95135 -1.31707 -0.03 -0.01 0.05 0.0000
C 4.71718 -3.97509 -2.65300 0.03 0.05 -0.03 0.0000
C 3.75055 -3.94777 -3.64884 0.05 0.05 0.02 0.0000
C 2.40745 -3.86763 -3.30506 -0.06 0.05 0.00 0.0000
C 2.02986 -3.84196 -1.96915 0.05 0.11 -0.02 0.0000
C 0.82879 -4.95262 0.74048 0.04 -0.13 0.07 -0.0001
C 0.75960 -6.07129 -0.09195 -0.09 0.05 0.04 0.0000
C -0.41176 -6.80566 -0.19602 -0.02 0.01 0.04 0.0000
C -1.52929 -6.44259 0.54673 0.01 -0.03 -0.05 0.0000
C -1.46460 -5.34784 1.39413 -0.01 0.03 0.06 0.0000
C -0.28940 -4.61259 1.49673 0.03 0.02 0.00 -0.0001
P 0.65478 -0.14384 -0.22153 0.49 -0.72 -0.26 0.0016
C 2.35352 0.17805 -0.79931 -0.02 0.04 0.23 0.0031
C 3.24286 0.54580 0.21598 -0.03 0.04 0.00 -0.0006
C 4.56458 0.83745 -0.06742 -0.03 0.02 -0.01 0.0008
C 5.00460 0.82537 -1.38347 0.08 -0.01 0.01 -0.0011
C 4.12872 0.47416 -2.39665 -0.01 -0.07 -0.06 0.0005
C 2.81667 0.12125 -2.10858 0.00 -0.10 -0.03 -0.0007
C -0.37924 -0.70278 -1.62366 -0.03 0.20 -0.03 0.0046
C -1.35470 -1.68185 -1.40578 0.15 -0.16 -0.07 -0.0004
C -2.14017 -2.14193 -2.44783 0.07 -0.04 -0.07 0.0004
C -1.97697 -1.62585 -3.72817 0.00 -0.02 0.01 -0.0009
C -1.04635 -0.62487 -3.94758 0.02 0.01 -0.01 0.0003
C -0.26497 -0.15599 -2.89972 0.05 0.01 0.06 -0.0005
H -0.04399 -1.57403 1.55120 -0.02 -0.15 -0.05 -0.0005
H 0.35747 -2.48825 0.11186 -0.08 0.06 -0.11 -0.0008
H 1.91888 -2.26138 2.53220 -0.04 0.10 0.04 0.0000
H 2.88429 -1.62938 1.22700 0.08 0.01 -0.05 0.0000
H 5.09231 -4.00171 -0.53892 0.02 -0.02 -0.04 0.0000
H 5.76710 -4.03294 -2.91443 -0.04 0.00 0.01 0.0000
H 4.04285 -3.99208 -4.69121 -0.01 0.01 0.04 0.0000
H 1.64922 -3.84111 -4.07981 0.02 0.00 0.04 0.0000
H 0.97530 -3.80480 -1.71948 0.01 -0.04 -0.01 0.0000
H 1.63015 -6.36931 -0.66355 -0.01 -0.01 -0.04 0.0000
H -0.45097 -7.66753 -0.85054 0.01 0.01 0.02 0.0000
H -2.44102 -7.02260 0.47758 0.02 0.02 -0.02 0.0000
H -2.32791 -5.07123 1.98761 0.02 0.00 0.00 0.0000
H -0.24689 -3.77190 2.18172 -0.03 -0.06 0.00 0.0000
H 2.89102 0.63968 1.23521 0.02 -0.05 0.00 -0.0003
H 5.23854 1.10218 0.73801 -0.03 0.02 -0.02 0.0001
H 6.02933 1.08738 -1.61867 -0.05 -0.01 0.01 -0.0001
H 4.46310 0.46786 -3.42590 0.01 -0.06 0.01 0.0001
H 2.18120 -0.20597 -2.91440 0.02 -0.05 -0.02 0.0000
H -1.51990 -2.09437 -0.41783 0.02 -0.04 -0.06 -0.0001
H -2.88542 -2.90415 -2.25791 0.01 0.01 0.01 0.0000
H -2.58363 -1.99465 -4.54576 0.01 0.01 0.03 0.0000
H -0.92723 -0.19649 -4.93507 0.00 -0.01 0.02 0.0001
H 0.43881 0.64003 -3.09039 -0.01 0.04 -0.01 0.0000
I 0.42182 5.53996 -6.55044 -0.05 -0.01 0.13 0.0002
C -0.17252 5.09408 -4.59468 0.06 0.00 -0.20 0.0008
C -0.55078 6.11764 -3.73684 -0.03 -0.03 0.06 0.0001
C -0.93183 5.80994 -2.43984 -0.04 0.06 -0.02 0.0011
C -0.93762 4.49043 -2.00470 0.27 -0.22 0.08 0.0024
C -0.55304 3.47851 -2.87555 0.08 0.09 0.01 0.0013
C -0.17111 3.77135 -4.17419 -0.04 -0.05 0.02 -0.0001
C -1.27628 4.19481 -0.57585 -0.54 0.19 -0.15 0.0100
O -1.58909 5.09325 0.17533 0.19 -0.29 0.24 0.0166
O -1.33207 2.89855 -0.25807 0.23 -0.58 0.55 0.1382
H -0.53907 7.14490 -4.07389 -0.01 -0.01 0.00 0.0000
H -1.21927 6.59064 -1.74822 0.01 -0.01 -0.01 0.0001
H -0.52896 2.45927 -2.51703 0.11 0.03 -0.06 -0.0004
H 0.13671 2.98267 -4.84891 -0.01 0.03 0.01 0.0000
Br 1.54953 3.37438 0.28680 -0.43 -0.54 0.06 0.0503

=====

98
Properties=species:S:1:pos:R:3:forces:R:3:lowdin_spin:R:1 method="wB97M-V/def2-TZVPD" molar_mass_g_mol=820.72 spin_multiplicity=2 homo_lumo_gap_ha="0.2275 / 0.2337" e_homo_ev="-12.812 / -12.913" charge=+2
Ti -0.92414 0.95243 0.28005 1.14 -1.18 -1.04 0.9148
C -1.23563 1.91341 -3.27495 0.01 0.11 0.03 0.0024
C -1.31127 2.99277 -2.24310 0.03 -0.21 -0.07 0.0028
C -1.34358 4.31198 -2.68308 0.00 0.25 0.13 0.0015
C -1.55910 5.33512 -1.78379 0.04 -0.11 -0.24 0.0003
C -1.80750 5.00944 -0.46270 -0.01 -0.18 0.45 0.0012
C -1.77661 3.68145 -0.07563 0.03 0.33 -0.76 0.0033
N -1.45644 2.67949 -0.94203 -0.41 0.49 -0.08 0.0098
C -2.24935 3.23028 1.23676 -0.11 -0.32 0.36 0.0033
C -2.78602 4.05928 2.20514 0.09 0.09 -0.16 0.0002
C -3.31738 3.49861 3.35394 0.07 -0.15 -0.06 0.0006
C -3.27280 2.12481 3.52025 -0.16 0.05 0.09 -0.0001
C -2.67954 1.34388 2.54407 0.20 0.29 -0.12 0.0037
N -2.18307 1.89009 1.41754 -1.97 1.45 1.60 0.0041
C -2.38896 -0.08013 2.74065 -0.06 -0.50 0.12 0.0011
C -3.10006 -0.82965 3.66007 -0.07 0.24 -0.09 0.0002
C -2.67848 -2.11563 3.94412 0.11 -0.15 -0.05 0.0016
C -1.52260 -2.56490 3.34430 -0.25 0.08 0.08 -0.0002
C -0.86139 -1.76844 2.41054 0.17 0.00 -0.06 0.0027
C 0.44889 -2.25670 1.88394 -0.09 -0.02 0.01 0.0009
N -1.33020 -0.56173 2.04524 -0.35 0.09 0.12 0.0010
H -2.24927 1.64500 -3.57830 0.00 -0.01 0.05 0.0000
H -0.74071 1.01719 -2.92180 -0.02 -0.01 -0.02 0.0016
H -0.72590 2.27511 -4.16526 0.00 -0.03 0.00 0.0001
H -1.21890 4.52179 -3.73580 0.02 -0.03 -0.01 0.0002
H -1.58473 6.36407 -2.11590 0.02 0.01 0.04 0.0000
H -2.04249 5.78089 0.25474 0.00 0.02 -0.02 0.0001
H -2.79256 5.12958 2.06908 -0.05 0.00 -0.01 0.0001
H -3.74668 4.12896 4.12046 -0.01 0.00 0.00 0.0000
H -3.65690 1.67421 4.42282 0.04 0.00 0.00 0.0001
H -3.97175 -0.41678 4.14748 0.03 0.01 0.00 0.0000
H -3.21828 -2.73155 4.65063 0.00 -0.01 -0.01 0.0001
H -1.11425 -3.53352 3.59672 0.05 0.01 -0.04 0.0000
H 0.29655 -2.94821 1.05689 0.03 0.01 -0.07 0.0002
H 0.96430 -2.80768 2.67142 0.02 0.06 0.01 0.0000
H 1.06055 -1.42463 1.55620 0.09 0.02 -0.05 0.0005
N 0.30803 -1.31895 -0.98753 -0.28 0.42 -0.16 0.0197
P 1.17763 0.15788 -1.30060 0.94 -0.97 0.09 0.0028
C 1.90875 -0.24381 -2.93833 -0.25 0.34 -0.07 -0.0017
C 2.57427 -1.46260 -3.07717 -0.03 0.07 -0.01 -0.0002
C 3.08097 -1.84561 -4.30606 0.01 -0.06 0.06 -0.0001
C 2.93905 -1.01074 -5.40787 -0.02 0.02 -0.02 0.0002
C 2.32109 0.22048 -5.26573 0.02 0.02 -0.07 0.0000
C 1.81110 0.60631 -4.03309 0.02 0.01 0.11 0.0001
C 2.71621 0.09431 -0.32157 -0.10 0.22 -0.11 0.0017
C 3.36649 1.32835 -0.25019 -0.07 -0.12 0.00 0.0001
C 4.59530 1.43888 0.37603 0.01 0.00 -0.03 0.0001
C 5.19057 0.31163 0.92788 0.04 0.05 0.05 0.0002
C 4.55174 -0.91555 0.85774 0.00 -0.07 0.01 0.0001
C 3.31556 -1.02863 0.23374 -0.10 -0.02 -0.01 0.0006
P -1.37986 -1.08788 -1.24494 0.37 -1.36 -0.39 0.0109
C -1.63353 -1.58384 -2.98414 -0.12 0.46 0.03 0.0007
C -2.72198 -1.06150 -3.68004 0.03 -0.12 0.09 -0.0002
C -2.97177 -1.45710 -4.98437 -0.11 0.04 -0.03 0.0000
C -2.13466 -2.37217 -5.60461 0.06 -0.02 0.01 -0.0002
C -1.05020 -2.89669 -4.91525 0.00 -0.05 0.01 0.0002
C -0.80061 -2.50861 -3.60871 -0.01 0.06 0.03 0.0003
C -2.28987 -2.43227 -0.41345 -0.17 0.32 -0.04 -0.0005
C -3.48419 -2.05521 0.20266 0.14 -0.01 -0.07 0.0000
C -4.32627 -3.00787 0.75348 -0.07 -0.03 0.05 0.0000
C -3.98076 -4.34957 0.68966 -0.03 0.04 0.00 0.0001
C -2.80813 -4.73501 0.05309 0.05 -0.06 -0.03 0.0000
C -1.97222 -3.78425 -0.51012 0.14 0.03 0.03 -0.0002
H 0.72540 -2.14471 -1.40317 0.03 -0.20 0.20 0.0014
H 2.72981 -2.10242 -2.21515 0.02 -0.05 -0.04 0.0000
H 3.60105 -2.78996 -4.39977 0.00 0.00 -0.02 0.0000
H 3.32667 -1.31658 -6.37027 0.02 0.02 0.00 0.0000
H 2.23703 0.88617 -6.11454 0.01 0.00 0.00 0.0000
H 1.36027 1.58360 -3.92266 -0.02 -0.03 -0.03 0.0000
H 2.89635 2.20303 -0.68921 0.04 0.05 0.06 0.0000
H 5.09026 2.39949 0.43397 0.01 -0.01 -0.02 0.0000
H 6.15638 0.39142 1.40969 -0.02 0.00 0.01 0.0000
H 5.02302 -1.79498 1.27733 -0.02 0.01 0.02 0.0000
H 2.83369 -1.99844 0.18720 -0.02 0.00 -0.02 0.0001
H -3.38219 -0.35353 -3.19112 -0.05 -0.01 -0.04 0.0000
H -3.82301 -1.05459 -5.51764 0.01 0.00 0.01 0.0000
H -2.32661 -2.68047 -6.62336 -0.01 0.01 0.00 0.0000
H -0.39669 -3.61740 -5.38875 -0.01 0.01 -0.03 0.0000
H 0.04946 -2.94171 -3.09657 0.02 0.02 -0.04 0.0002
H -3.76626 -1.00724 0.22386 -0.04 0.02 0.08 -0.0001
H -5.25537 -2.70690 1.22055 0.01 0.00 -0.01 0.0000
H -4.63550 -5.09887 1.11448 0.00 0.00 -0.01 0.0000
H -2.56052 -5.78483 -0.03269 0.02 0.01 0.03 0.0000
H -1.08159 -4.10754 -1.03691 0.02 0.00 0.00 0.0000
N 6.15864 1.05263 7.12730 -0.04 0.02 -0.05 0.0009
C 5.34953 1.16911 6.32012 0.21 -0.03 0.21 0.0002
C 4.33796 1.29588 5.31542 -0.22 0.01 -0.21 0.0018
C 3.54620 0.19232 4.99490 0.04 0.01 0.04 -0.0004
C 2.56954 0.31001 4.02842 0.00 0.13 -0.02 0.0022
C 2.37752 1.52662 3.36207 0.10 -0.24 0.15 0.0016
C 3.16629 2.62867 3.69406 -0.06 0.02 -0.08 0.0021
C 4.13945 2.51494 4.66808 0.05 -0.02 0.07 -0.0004
C 1.38382 1.58274 2.34218 -0.10 0.22 -0.13 0.0110
C 0.54671 1.58374 1.45509 0.82 0.19 0.28 -0.0137
H 3.70048 -0.74586 5.51031 0.01 0.01 0.01 -0.0001
H 1.93934 -0.53253 3.78041 0.02 -0.05 -0.02 0.0001
H 3.00870 3.57088 3.18681 0.02 0.00 -0.01 0.0001
H 4.74771 3.36711 4.93834 0.01 -0.01 -0.02 -0.0001